No. 1
The following is a quantum chemistry calculation of the ion C4H13N2O with charge +2 at a distorted geometry, from OMol25.

For the strongest force on any atom, the calculation gives 0.0544 hartree/bohr. As for the HOMO energy (spin up / spin down): -18.69 / -18.68 eV. The spin multiplicity is 2. The value obtained for the frontier orbital gap (spin up / spin down) is 11.40 / 5.58 eV. The value obtained for the energy above the lowest of the compared OMol25 structures with the same formula, charge and spin is 52.6 kcal/mol. Its total charge is +2.

Cartesian coordinates (Å):
O  -2.8963  -0.1218  -0.0959
N  2.1911  1.2700  0.2109
N  -0.8002  0.9603  -0.8598
C  2.0351  -0.1079  -0.1011
C  -0.5987  -0.4549  -0.3635
C  0.7406  -0.7390  0.4154
C  -1.8196  -0.8808  0.4485
H  2.8045  -0.5864  0.5606
H  -1.7056  1.2814  -0.4581
H  2.3478  1.4164  1.2144
H  -2.0082  -1.9401  0.2892
H  -0.1126  1.6155  -0.5025
H  -3.7245  -0.4383  0.2885
H  0.7795  -1.8021  0.6387
H  -1.7031  -0.6283  1.5071
H  -0.4269  -1.0347  -1.2719
H  0.5403  -0.3029  1.4071
H  2.9228  1.7626  -0.3245
H  2.2902  -0.3011  -1.1296
H  -0.8562  1.0322  -1.8736

Forces on atoms 1 to 2 (eV/Å):
O 0.13 -0.21 0.20
N 2.16 -0.98 0.61


No. 2
The following is a quantum chemistry calculation of a structure of composition C4H13N2O2 at a distorted geometry, from OMol25.

For the strongest force on any atom, the calculation gives 0.1034 hartree/bohr. As for the HOMO energy: -3.92 eV. The value obtained for the frontier orbital gap is 7.93 eV. The value obtained for the energy above the lowest of the compared OMol25 structures with the same formula, charge and spin is 53.6 kcal/mol. Its total charge is -1.

Cartesian coordinates (Å):
O  -2.1840  -0.0002  -0.7177
O  -0.4953  1.4443  -2.2208
N  -0.3098  -1.2971  0.8344
N  1.0133  1.3190  -0.4169
C  1.1741  -0.1530  -0.5241
C  0.5861  1.9884  -1.6326
C  1.1249  -0.9028  0.8194
C  -1.0464  -1.3044  2.1403
H  -0.3945  -1.2772  2.9943
H  -1.6964  -2.1737  2.0901
H  0.2844  2.9668  -1.4696
H  -1.3320  0.7336  -1.3561
H  -1.6395  -0.3540  2.1485
H  1.4757  1.9272  -2.3385
H  -0.8460  -0.8427  0.1473
H  1.2922  -0.2537  1.5658
H  1.7586  -1.8447  0.8771
H  2.3032  -0.0412  -0.8606
H  -2.0155  -0.8011  -1.1830
H  0.3719  1.5516  0.3864
H  0.5749  -0.6852  -1.2839

Forces on atoms 1 to 2 (eV/Å):
O 1.39 2.33 -0.73
O -2.12 -2.01 0.02